Entry 1:
18
Properties=species:S:1:pos:R:3:mulliken_charge:R:1 method="wB97M-V/def2-TZVPD" e_homo_ev=-8.29 de_lowest_kcal_mol=134.9 smiles=C1[C@H]2CN3C[C@H](N2)[C@H]13 total_energy_ev=-9358.5879 charge=0
N -1.065 0.918 0.106 -0.5802
N 1.207 -0.395 0.060 -0.4986
C 0.465 -0.053 1.370 -0.5072
C 0.182 -0.797 -0.906 -0.2668
C -0.876 -1.444 -0.159 -0.9210
C 1.240 1.073 -0.454 -0.5844
C -0.077 0.880 -0.966 0.0054
C -0.900 -0.328 0.892 -0.3026
H -1.524 -0.410 1.731 0.6111
H 1.719 1.980 0.206 0.2273
H 0.760 0.965 1.685 0.3407
H -1.004 -2.276 0.319 0.5843
H 0.676 -1.325 -1.597 0.5815
H 1.763 1.179 -1.604 0.2544
H 0.783 -0.716 2.392 0.2158
H -0.459 1.503 -1.878 0.3516
H -2.137 0.681 -0.227 0.2617
H -1.775 -1.236 -0.847 0.2270


Entry 2:
51
Properties=species:S:1:pos:R:3:mulliken_charge:R:1 method="wB97M-V/def2-TZVPD" e_homo_ev=-11.37 total_energy_ev=-45024.8046 charge=+1
I 0.218 -5.416 3.143 0.0703
P 1.226 2.738 -2.137 0.0939
O 6.328 -1.228 1.458 -0.5152
O 4.472 -1.618 -0.023 -0.3256
N -3.718 1.690 -0.291 -0.4381
N 0.544 -1.424 0.266 0.7177
N -0.571 -0.672 0.121 -0.7830
C -3.832 0.360 -0.082 -0.0347
C 0.036 4.088 -1.485 -0.3287
C -5.722 1.986 1.023 -0.5055
C -0.497 -5.268 1.068 -1.0240
C 0.305 -2.708 1.099 -0.8223
C -4.851 -0.221 0.655 -0.6537
C 0.978 1.057 -1.214 0.4249
C -4.668 2.472 0.267 -0.2055
C -5.812 0.612 1.218 -0.1542
C 0.803 2.438 -4.016 -0.9249
C -0.468 0.608 -0.615 0.1265
C 4.071 -0.850 2.619 -0.6008
C 3.198 -2.356 0.091 -0.6587
C 4.996 -1.261 1.307 0.5544
C 2.309 0.098 -1.064 -0.7043
C 1.960 -1.292 -0.201 0.6676
C 0.267 -4.071 0.190 -0.0459
C 0.824 5.270 -0.603 -0.9660
H -0.752 -2.648 1.650 0.3856
H 1.105 -2.712 1.963 0.2292
H 1.381 -4.475 0.048 0.1774
H 3.175 -3.117 -0.826 0.2895
H 3.311 -0.030 2.259 0.2372
H 3.454 -1.821 2.899 0.1665
H 1.614 1.721 -4.508 0.3127
H 4.693 -0.557 3.566 0.3015
H -0.458 4.666 -2.389 0.3513
H -6.626 0.193 1.804 0.3798
H 0.113 6.220 -0.552 0.3276
H 1.837 5.588 -1.111 0.3091
H -1.418 1.319 -0.735 0.1606
H -0.821 3.627 -0.835 0.0875
H -4.555 3.537 0.083 0.3794
H -3.056 -0.248 -0.539 0.4834
H -6.455 2.662 1.449 0.3533
H -4.894 -1.296 0.788 0.3481
H 3.081 -2.966 1.081 0.3779
H 1.011 4.922 0.505 0.2553
H -0.302 -6.339 0.579 0.4402
H -1.645 -5.048 1.119 0.3990
H 0.847 3.455 -4.594 0.3263
H -0.235 1.908 -4.110 0.2932
H 3.366 0.350 -1.499 0.3794
H -0.169 -3.941 -0.889 0.2844


Entry 3:
16
Properties=species:S:1:pos:R:3:mulliken_charge:R:1 method="wB97M-V/def2-TZVPD" e_homo_ev=-11.46 de_lowest_kcal_mol=11.6 smiles=CC.CC total_energy_ev=-4342.0262 charge=0
C -0.262 -1.807 -0.866 -0.3394
C 0.888 2.881 0.987 -0.9194
C 0.860 1.489 0.330 -0.7300
C -1.521 -2.542 -0.438 -0.8859
H 0.190 3.574 0.527 0.2593
H 0.473 1.568 -0.693 0.2891
H 0.769 2.801 2.071 0.2764
H -0.215 -1.792 -1.954 0.2929
H -1.275 -3.613 -0.372 0.2584
H -0.249 -0.782 -0.498 -0.1472
H -2.272 -2.635 -1.224 0.2805
H 1.888 3.325 1.005 0.2845
H 0.594 -2.281 -0.417 0.2758
H 0.157 0.830 0.829 0.2396
H 1.893 1.183 0.201 0.2720
H -1.919 -2.197 0.512 0.2934


Entry 4:
11
Properties=species:S:1:pos:R:3:mulliken_charge:R:1 method="wB97M-V/def2-TZVPD" e_homo_ev=-9.16 de_lowest_kcal_mol=41.6 total_energy_ev=-8775.8897 charge=0
O 0.386 0.027 0.061 -0.1561
O -0.819 -1.870 -0.359 -0.4514
N 2.458 0.221 0.537 -0.1154
C -1.909 0.283 -0.376 -0.9867
C -0.763 -0.683 -0.236 0.7519
C 1.526 -0.699 0.335 -0.4012
H 2.285 1.221 0.476 0.2102
H -2.090 0.779 0.583 0.2773
H 3.392 -0.078 0.771 0.2652
H -2.802 -0.260 -0.686 0.3106
H -1.664 1.059 -1.108 0.2957


Please write out number 4 again, unchanged.
11
Properties=species:S:1:pos:R:3:mulliken_charge:R:1 method="wB97M-V/def2-TZVPD" e_homo_ev=-9.16 de_lowest_kcal_mol=41.6 total_energy_ev=-8775.8897 charge=0
O 0.386 0.027 0.061 -0.1561
O -0.819 -1.870 -0.359 -0.4514
N 2.458 0.221 0.537 -0.1154
C -1.909 0.283 -0.376 -0.9867
C -0.763 -0.683 -0.236 0.7519
C 1.526 -0.699 0.335 -0.4012
H 2.285 1.221 0.476 0.2102
H -2.090 0.779 0.583 0.2773
H 3.392 -0.078 0.771 0.2652
H -2.802 -0.260 -0.686 0.3106
H -1.664 1.059 -1.108 0.2957